1.
C5H13NO | wB97M-V/def2-TZVPD

Last column: Löwdin charge in e.
Atoms and positions in Å:
N (0.923, -1.243, -2.127)  0.01
C (1.071, 0.123, -1.516)  -0.32
C (-0.124, 0.971, -1.180)  -0.16
C (-1.152, 0.127, -0.184)  -0.15
C (-0.242, -0.651, 0.840)  -0.21
C (0.163, 0.089, 2.188)  -0.19
O (-0.731, 1.212, 2.679)  -0.16
H (1.007, -2.039, -1.558)  0.03
H (-0.081, -1.359, -2.290)  0.06
H (1.846, 0.623, -2.141)  0.11
H (1.671, -0.016, -0.545)  0.10
H (-0.673, 1.231, -2.135)  0.12
H (0.095, 1.880, -0.623)  0.10
H (-1.816, -0.453, -0.737)  0.06
H (-1.928, 0.721, 0.406)  0.11
H (0.842, -0.966, 0.650)  0.09
H (-0.666, -1.677, 1.064)  0.11
H (1.150, 0.548, 2.143)  0.09
H (0.022, -0.697, 3.062)  0.14
H (-1.377, 1.576, 2.002)  0.07

Output
Structure (SMILES) ... NCCCCCO
LUMO level ... 0.83 eV
Gap between HOMO and LUMO ... 10.4 eV
Electronic energy ... -8930.968 eV
Energy relative to the best compared isomer or geometry (same formula, charge and spin) ... 3.043 eV

---

2.
C4H4GaO5 | wB97M-V/def2-TZVPD

Last column: Löwdin charge in e.
Atoms and positions in Å:
O (0.605, -2.745, 0.359)  0.10
C (0.585, -1.803, 1.172)  -0.75
O (1.182, -1.702, 2.271)  0.06
O (0.002, -0.620, 0.775)  -0.08
C (0.802, 0.444, 0.191)  -0.47
H (1.873, 0.211, 0.307)  0.12
C (0.507, 0.481, -1.302)  -0.08
H (0.682, -0.501, -1.779)  0.11
H (-0.532, 0.783, -1.514)  0.06
H (1.145, 1.241, -1.781)  0.09
C (-2.370, 0.730, 0.020)  -0.40
O (-1.914, 1.637, 0.591)  0.04
O (-2.852, -0.161, -0.535)  0.27
Ga (0.286, 2.006, 1.225)  0.91

Output
LUMO level (alpha / beta) ... -0.81 / -3.36 eV
2S+1 ... 2
Gap between HOMO and LUMO (alpha / beta) ... 8.4 / 4.7 eV
Electronic energy ... -66823.437 eV
<S²> ... 0.759
Energy relative to the best compared isomer or geometry (same formula, charge and spin) ... 1.015 eV

---

3.
C24H64Cl2InO21S7 | wB97M-V/def2-TZVPD

Last column: Löwdin charge in e.
Atoms and positions in Å:
C (5.934, 0.638, -6.288)  -0.19
C (5.998, 1.765, -7.363)  -0.80
Cl (7.486, 2.825, -7.109)  0.45
C (4.742, 2.687, -7.401)  -0.82
Cl (4.730, 3.804, -5.949)  0.43
In (2.780, 1.486, -7.422)  0.22
H (5.809, -0.314, -6.820)  0.06
H (5.086, 0.775, -5.603)  0.03
H (6.835, 0.649, -5.650)  0.05
H (6.088, 1.331, -8.371)  0.08
H (4.835, 3.312, -8.304)  0.02
H (3.115, -0.112, -6.643)  -0.12
H (2.262, 1.346, -9.128)  -0.16
H (1.554, 2.289, -6.395)  -0.14
O (-0.315, 4.917, -3.139)  -0.27
S (0.132, 6.249, -2.848)  0.58
O (0.137, 7.274, -3.853)  -0.28
O (1.584, 6.178, -2.162)  -0.28
C (2.649, 5.498, -2.860)  -0.25
C (3.177, 6.294, -4.037)  -0.09
C (-0.751, 6.857, -1.444)  -0.12
H (2.321, 4.505, -3.177)  0.11
H (3.447, 5.357, -2.130)  0.12
H (2.421, 6.394, -4.814)  0.08
H (4.042, 5.796, -4.472)  0.01
H (3.460, 7.302, -3.726)  0.08
H (-0.738, 6.104, -0.661)  0.05
H (-1.772, 7.053, -1.765)  0.08
H (-0.283, 7.779, -1.107)  0.07
O (2.643, 4.259, 2.174)  -0.29
S (2.097, 2.932, 2.091)  0.59
O (2.843, 1.855, 1.504)  -0.27
O (0.649, 3.009, 1.401)  -0.26
C (0.541, 3.624, 0.104)  -0.25
C (1.088, 2.736, -0.997)  -0.05
C (1.555, 2.425, 3.693)  -0.12
H (1.032, 4.601, 0.107)  0.10
H (-0.522, 3.797, -0.070)  0.12
H (2.164, 2.591, -0.889)  0.08
H (0.904, 3.178, -1.974)  0.06
H (0.623, 1.749, -0.960)  0.09
H (0.963, 3.221, 4.137)  0.07
H (2.445, 2.236, 4.291)  0.08
H (0.972, 1.512, 3.596)  0.05
O (7.260, 8.177, 4.232)  -0.28
S (7.544, 6.774, 4.340)  0.59
O (8.444, 6.123, 3.430)  -0.28
O (6.159, 5.963, 4.382)  -0.27
C (5.222, 6.150, 3.304)  -0.25
C (5.656, 5.454, 2.029)  -0.07
C (8.062, 6.413, 5.989)  -0.13
H (5.052, 7.217, 3.136)  0.12
H (4.278, 5.723, 3.640)  0.11
H (6.567, 5.897, 1.625)  0.07
H (4.880, 5.530, 1.269)  0.07
H (5.865, 4.401, 2.220)  0.09
H (7.369, 6.875, 6.688)  0.07
H (9.060, 6.828, 6.113)  0.07
H (8.089, 5.334, 6.120)  0.07
O (0.012, -0.536, 4.872)  -0.28
S (0.185, -1.961, 4.821)  0.59
O (-0.082, -2.701, 3.620)  -0.27
O (-0.628, -2.626, 6.038)  -0.26
C (-2.031, -2.340, 6.153)  -0.26
C (-2.858, -3.074, 5.115)  -0.07
C (1.808, -2.370, 5.380)  -0.12
H (-2.201, -1.261, 6.104)  0.12
H (-2.331, -2.667, 7.149)  0.12
H (-2.628, -2.725, 4.108)  0.07
H (-3.923, -2.918, 5.289)  0.08
H (-2.646, -4.144, 5.143)  0.09
H (2.009, -1.839, 6.307)  0.07
H (2.505, -2.058, 4.605)  0.08
H (1.869, -3.446, 5.524)  0.07
O (-0.199, -0.679, -4.315)  -0.27
S (0.043, -2.087, -4.206)  0.58
O (0.904, -2.779, -5.122)  -0.28
O (-1.373, -2.856, -4.143)  -0.27
C (-2.306, -2.638, -5.212)  -0.26
C (-1.889, -3.349, -6.485)  -0.07
C (0.573, -2.453, -2.561)  -0.13
H (-2.443, -1.567, -5.384)  0.12
H (-3.263, -3.035, -4.876)  0.10
H (-0.965, -2.932, -6.886)  0.07
H (-2.659, -3.254, -7.252)  0.08
H (-1.709, -4.407, -6.290)  0.06
H (-0.093, -1.963, -1.855)  0.07
H (1.586, -2.069, -2.457)  0.08
H (0.568, -3.531, -2.421)  0.07
O (-6.408, -2.575, 8.741)  -0.28
S (-6.171, -3.989, 8.816)  0.58
O (-5.328, -4.658, 7.863)  -0.29
O (-7.583, -4.754, 8.890)  -0.27
C (-8.540, -4.512, 7.848)  -0.26
C (-8.162, -5.197, 6.547)  -0.07
C (-5.608, -4.395, 10.439)  -0.12
H (-8.676, -3.437, 7.704)  0.12
H (-9.489, -4.912, 8.205)  0.12
H (-7.248, -4.775, 6.130)  0.07
H (-8.954, -5.079, 5.807)  0.08
H (-7.983, -6.260, 6.712)  0.09
H (-6.258, -3.921, 11.169)  0.07
H (-4.592, -4.017, 10.532)  0.08
H (-5.614, -5.477, 10.552)  0.07
O (-4.241, -5.342, -5.348)  -0.27
S (-4.106, -6.771, -5.381)  0.59
O (-4.381, -7.526, -6.572)  -0.28
O (-4.944, -7.400, -4.158)  -0.26
C (-6.338, -7.081, -4.060)  -0.26
C (-7.171, -7.813, -5.096)  -0.08
C (-2.496, -7.208, -4.805)  -0.12
H (-6.482, -6.000, -4.127)  0.12
H (-6.652, -7.386, -3.062)  0.12
H (-6.925, -7.484, -6.105)  0.07
H (-8.234, -7.629, -4.933)  0.08
H (-6.983, -8.886, -5.050)  0.08
H (-2.288, -6.667, -3.885)  0.08
H (-1.788, -6.924, -5.581)  0.07
H (-2.461, -8.283, -4.645)  0.07

Output
Total charge ... -1
LUMO level ... 1.12 eV
Gap between HOMO and LUMO ... 5.8 eV
Electronic energy ... -174985.057 eV

---

4.
C6H10NO4PS2 | wB97M-V/def2-TZVPD

Last column: Löwdin charge in e.
Atoms and positions in Å:
C (-0.158, -1.815, -1.148)  -0.02
C (-1.340, 2.623, 1.342)  -0.12
C (1.115, -2.044, -0.980)  -0.24
C (-0.083, 1.799, 1.264)  -0.41
C (2.122, -1.362, -1.748)  -0.24
C (-0.007, 0.372, 1.561)  -0.48
N (-0.900, 2.227, 0.063)  -0.21
O (4.164, 0.953, 0.386)  -0.28
O (-0.024, 1.938, -2.300)  -0.39
O (1.809, 1.220, -0.693)  -0.53
O (3.220, -0.919, -0.913)  -0.22
P (2.923, 0.265, 0.071)  0.28
S (1.658, -0.365, 1.775)  0.73
S (0.483, 2.417, -1.044)  1.06
H (-1.048, -2.432, -0.799)  0.09
H (-0.578, -1.076, -1.832)  0.07
H (-1.252, 3.691, 1.546)  0.11
H (-2.329, 2.233, 1.677)  0.13
H (1.504, -2.798, -0.128)  0.16
H (0.720, 2.382, 1.567)  0.11
H (1.761, -0.473, -2.235)  0.10
H (2.729, -2.009, -2.504)  0.17
H (-0.497, -0.226, 0.736)  0.08
H (-0.427, 0.069, 2.482)  0.05

Output
LUMO level ... -0.50 eV
Gap between HOMO and LUMO ... 9.0 eV
Electronic energy ... -47020.462 eV
Energy relative to the best compared isomer or geometry (same formula, charge and spin) ... 3.097 eV